This record from OMol25 describes C4H9NS as an isolated structure in a non-equilibrium geometry. The level of theory is the ωB97M-V functional and the def2-TZVPD basis.

Each line ends with the Löwdin charge.
Atoms and positions in Å:
C  0.176  2.604  -0.750  -0.143
C  0.360  0.264  -0.251  -0.508
C  -0.426  0.068  1.056  -0.437
C  0.184  -1.224  -0.743  -0.403
H  -0.027  2.774  0.303  0.075
H  1.248  2.829  -0.915  0.082
H  -0.452  3.352  -1.308  0.094
H  0.157  1.090  -2.078  0.120
H  1.401  0.409  -0.007  0.127
H  0.037  0.584  1.872  0.060
H  -1.459  0.387  0.900  0.087
H  1.106  -1.619  -1.148  0.060
H  -0.685  -1.428  -1.405  0.085
N  -0.157  1.267  -1.122  -0.117
S  -0.124  -1.720  0.986  0.818

## Properties
Lowest unoccupied orbital energy   1.0 eV
HOMO-LUMO gap   0.354 Ha
Energy relative to the best compared isomer or geometry (same formula, charge and spin)   1.140 eV
Total charge   0